Record 1
C11H8Br2O | ωB97M-V/def2-TZVPD

Output
**E_HOMO**: -8.6 eV
**Energy relative to the best compared isomer or geometry (same formula, charge and spin)**: 28.1 kcal/mol

The geometry in XYZ format:
```
22
Properties=species:S:1:pos:R:3:mulliken_charge:R:1
C -2.282 -1.992 -0.628 -0.648
C -1.989 -2.022 -1.972 -0.267
C -1.494 -1.264 0.280 -0.292
C -0.854 -1.426 -2.472 -0.683
C -0.222 -0.823 -0.099 0.689
C 0.003 -0.852 -1.518 0.334
C 1.232 1.586 2.130 -0.352
C 1.052 0.280 1.883 -0.679
C 0.945 2.648 1.084 -0.707
C 0.938 -0.169 0.526 0.158
C 1.730 0.130 -0.534 0.289
O 1.305 -0.220 -1.768 -0.403
Br -0.561 3.703 1.515 -0.148
Br 3.418 0.918 -0.549 -0.093
H -3.140 -2.306 -0.050 0.363
H -2.637 -2.573 -2.731 0.277
H -1.719 -1.273 1.418 0.275
H -0.383 -1.502 -3.514 0.321
H 1.172 1.916 3.181 0.377
H 1.100 -0.476 2.604 0.499
H 1.634 3.465 1.019 0.366
H 0.752 2.254 0.196 0.325
```



Record 2
C4H3Li2O2Ru | ωB97M-V/def2-TZVPD

Output
**Spin multiplicity**: 7
**E_HOMO (alpha / beta)**: -21.4 / -23.0 eV
**Energy relative to the best compared isomer or geometry (same formula, charge and spin)**: 0.0 kcal/mol
**Charge**: +3

The geometry in XYZ format:
```
12
Properties=species:S:1:pos:R:3:mulliken_charge:R:1
C -1.197 -0.628 -0.235 0.272
O -2.036 0.008 0.349 -0.648
Li -3.741 -0.539 1.089 0.947
Ru 1.942 1.035 0.406 0.992
C 1.351 -2.195 0.033 -0.281
C 1.289 -0.862 -0.040 -0.333
C 0.127 -0.129 -0.751 1.040
O 0.256 1.248 -0.516 -1.003
Li -1.231 2.142 0.011 0.891
H 1.948 -2.685 0.813 0.312
H 0.137 -0.371 -1.831 0.456
H 0.645 -2.860 -0.488 0.354
```



no.,energy (eV)
1,-153667.0780
2,-11246.5514